[1]
Formula: C53H66FNO5
Source: OMol25
Level of theory: ωB97M-V/def2-TZVPD

## Properties
**LUMO energy**: 0.059 eV
**HOMO**: -9.16 eV
**SMILES**: [H]/N=C(/C)C[C@@](CC(=O)O)(OC(=O)CCCCCOCC)[C@H](F)CC.c1ccccc1.c1ccccc1.c1ccccc1.c1ccccc1.c1ccccc1.c1ccccc1

Geometry as XYZ:
```
126
C53H66FNO5 ωB97M-V/def2-TZVPD
C -4.071 0.333 -2.446
C -2.876 -0.338 -1.745
O -3.396 -1.227 -0.750
C -2.336 -2.006 -0.175
C -1.708 -1.238 0.984
C -0.586 -1.988 1.698
C 0.128 -1.201 2.825
C 0.115 0.328 2.715
C 1.254 0.919 1.873
O 2.319 1.028 2.350
O 0.891 1.345 0.643
C 1.953 1.679 -0.264
C 2.976 0.559 -0.566
C 2.491 -0.566 -1.487
C 1.149 -1.249 -1.368
N 3.245 -0.999 -2.385
C 1.254 1.970 -1.622
C 0.525 3.306 -1.666
O -0.324 3.596 -0.952
O 0.971 4.217 -2.602
C 2.744 2.965 0.098
F 3.980 2.645 0.658
C 2.051 3.912 1.085
C 2.153 5.382 0.612
H -4.980 0.076 -1.898
H -4.194 -0.023 -3.470
H -3.997 1.420 -2.448
H -2.289 -0.890 -2.490
H -2.273 0.463 -1.300
H -1.588 -2.215 -0.946
H -2.767 -2.925 0.227
H -1.276 -0.318 0.565
H -2.453 -0.897 1.708
H 0.153 -2.406 1.016
H -1.045 -2.867 2.170
H -0.320 -1.468 3.784
H 1.152 -1.580 2.883
H 0.321 0.711 3.717
H -0.844 0.758 2.420
H 3.800 1.039 -1.096
H 3.414 0.107 0.326
H 0.512 -0.733 -0.650
H 0.647 -1.157 -2.334
H 1.247 -2.295 -1.094
H 4.139 -0.505 -2.374
H 0.503 1.207 -1.845
H 1.980 1.906 -2.435
H 0.979 3.758 -3.458
H 2.995 3.542 -0.796
H 2.479 3.802 2.080
H 0.982 3.712 1.185
H 3.174 5.729 0.788
H 1.919 5.464 -0.451
H 1.432 6.018 1.125
C 3.595 0.496 6.504
C 3.302 1.110 7.716
C 2.675 2.348 7.733
C 2.333 2.969 6.539
C 2.624 2.354 5.328
C 3.258 1.120 5.310
H 4.087 -0.468 6.491
H 3.563 0.622 8.647
H 2.451 2.829 8.677
H 1.840 3.933 6.553
H 2.356 2.837 4.396
H 3.487 0.646 4.367
C -5.379 2.152 1.594
C -5.201 0.907 1.006
C -6.289 0.068 0.812
C -7.559 0.478 1.196
C -7.738 1.725 1.781
C -6.648 2.561 1.985
H -4.529 2.806 1.748
H -4.213 0.587 0.699
H -6.145 -0.906 0.359
H -8.409 -0.174 1.040
H -8.728 2.046 2.081
H -6.787 3.531 2.446
C -2.832 -4.119 -3.528
C -2.643 -5.361 -4.118
C -3.727 -6.202 -4.326
C -5.001 -5.797 -3.952
C -5.189 -4.553 -3.365
C -4.105 -3.713 -3.146
H -1.984 -3.463 -3.365
H -1.650 -5.673 -4.417
H -3.579 -7.174 -4.781
H -5.847 -6.451 -4.119
H -6.184 -4.237 -3.075
H -4.241 -2.744 -2.680
C 3.917 -3.106 -5.001
C 4.778 -4.111 -4.580
C 5.272 -5.032 -5.494
C 4.913 -4.943 -6.832
C 4.056 -3.937 -7.255
C 3.555 -3.021 -6.339
H 3.530 -2.389 -4.286
H 5.063 -4.176 -3.536
H 5.939 -5.820 -5.164
H 5.302 -5.659 -7.546
H 3.777 -3.866 -8.300
H 2.882 -2.238 -6.669
C 8.872 1.637 -3.877
C 9.080 0.431 -4.533
C 8.024 -0.451 -4.718
C 6.758 -0.123 -4.255
C 6.549 1.086 -3.602
C 7.607 1.964 -3.410
H 9.697 2.323 -3.730
H 10.067 0.177 -4.899
H 8.187 -1.395 -5.223
H 5.933 -0.811 -4.404
H 5.560 1.344 -3.242
H 7.445 2.903 -2.896
C -7.013 1.479 7.659
C -7.641 1.059 6.494
C -7.000 1.194 5.269
C -5.724 1.741 5.213
C -5.095 2.156 6.379
C -5.741 2.029 7.601
H -7.516 1.376 8.613
H -8.633 0.627 6.540
H -7.492 0.873 4.361
H -5.222 1.842 4.260
H -4.099 2.581 6.334
H -5.251 2.359 8.510
```


[2]
Formula: C53H68Ge2N6PSTi
Source: OMol25
Level of theory: ωB97M-V/def2-TZVPD

## Properties
**LUMO energy (alpha / beta)**: 1.987 / 1.986 eV
**Net charge**: -1
**HOMO (alpha / beta)**: -3.94 / -3.94 eV
**ΔE to the lowest compared entry with this formula, charge and spin**: 1.3989 eV

Geometry as XYZ:
```
132
C53H68Ge2N6PSTi ωB97M-V/def2-TZVPD
Ti 0.180 -0.802 -0.590
S -1.642 1.349 -4.311
C 0.079 1.475 -4.397
C 0.843 2.326 -5.189
C 2.210 2.130 -5.220
C 2.786 1.074 -4.509
C 2.023 0.244 -3.711
C 0.653 0.484 -3.597
N -0.259 -0.273 -2.842
C -1.490 0.040 -3.162
C -2.684 -0.684 -2.745
C -3.931 -0.280 -3.260
C -5.029 -1.096 -3.113
C -4.858 -2.326 -2.472
C -3.637 -2.653 -1.909
C -2.491 -1.838 -1.977
H 0.375 3.101 -5.782
H 2.832 2.776 -5.827
H 3.852 0.899 -4.589
H 2.471 -0.577 -3.175
H -4.046 0.669 -3.776
H -5.994 -0.803 -3.507
H -5.692 -3.017 -2.405
H -3.570 -3.606 -1.388
C 4.139 -2.782 -0.299
C 3.715 -2.054 0.974
Ge 1.738 -2.003 1.235
C 1.696 -1.364 3.141
C 0.490 -1.790 3.971
C 1.312 -3.891 1.514
C 0.165 -4.396 1.050
Ge -0.885 -3.253 -0.307
C -2.625 -3.414 0.681
C -2.697 -2.329 1.753
C -0.388 -4.392 -1.881
C 0.734 -3.687 -2.644
C -0.290 -5.750 1.487
C 0.066 -6.263 2.741
C -0.366 -7.507 3.172
C -1.186 -8.284 2.365
C -1.578 -7.785 1.131
C -1.145 -6.537 0.707
H 5.227 -2.848 -0.403
H 3.755 -2.270 -1.185
H 3.742 -3.801 -0.314
H 4.123 -1.042 0.996
H 4.114 -2.577 1.851
H 1.871 -0.285 3.191
H 2.589 -1.836 3.566
H -0.448 -1.408 3.573
H 0.565 -1.460 5.013
H 0.399 -2.879 3.979
H 1.968 -4.494 2.156
H -2.617 -4.390 1.169
H -3.513 -3.371 0.055
H -1.862 -2.428 2.447
H -3.622 -2.393 2.337
H -2.635 -1.326 1.323
H -1.240 -4.559 -2.544
H -0.028 -5.357 -1.523
H 0.380 -2.737 -3.053
H 1.110 -4.286 -3.481
H 1.587 -3.484 -1.986
H 0.680 -5.659 3.397
H -0.069 -7.868 4.151
H -1.529 -9.255 2.701
H -2.234 -8.367 0.494
H -1.486 -6.162 -0.248
N 8.968 4.184 -0.208
C 7.993 3.576 -0.283
C 6.779 2.818 -0.380
C 6.595 1.922 -1.435
C 5.423 1.202 -1.534
C 4.401 1.354 -0.584
C 4.606 2.248 0.478
C 5.776 2.972 0.578
C 3.187 0.631 -0.699
C 2.141 0.008 -0.800
H 7.378 1.798 -2.171
H 5.278 0.504 -2.348
H 3.830 2.360 1.225
H 5.924 3.661 1.399
N -0.684 0.504 0.326
P -1.139 1.973 0.581
N -2.762 2.163 0.287
C -3.455 3.275 0.941
C -4.891 3.354 0.442
C -5.675 2.085 0.811
C -4.761 0.848 0.799
C -3.609 1.057 -0.170
N -0.767 2.445 2.130
C -0.828 1.452 3.200
C 0.124 1.835 4.345
C 1.237 2.729 3.813
C 0.633 4.058 3.361
C -0.690 3.818 2.602
N -0.436 3.188 -0.304
C -1.036 3.708 -1.533
C -0.385 5.037 -1.884
C 1.104 4.843 -2.218
C 1.650 3.573 -1.558
C 1.025 3.355 -0.188
H -2.927 4.210 0.731
H -3.456 3.152 2.034
H -4.871 3.481 -0.643
H -5.372 4.242 0.855
H -6.494 1.951 0.101
H -6.132 2.202 1.797
H -5.316 -0.051 0.526
H -4.340 0.669 1.792
H -3.999 1.271 -1.172
H -2.993 0.166 -0.255
H -0.534 0.500 2.766
H -1.857 1.345 3.576
H 0.524 0.925 4.791
H -0.416 2.368 5.135
H 1.717 2.227 2.969
H 2.006 2.897 4.569
H 1.341 4.608 2.739
H 0.431 4.679 4.239
H -0.771 4.487 1.747
H -1.544 4.032 3.259
H -2.109 3.822 -1.384
H -0.906 3.009 -2.368
H -0.499 5.708 -1.027
H -0.918 5.497 -2.720
H 1.673 5.714 -1.881
H 1.245 4.774 -3.299
H 2.735 3.625 -1.456
H 1.444 2.694 -2.173
H 1.255 4.209 0.465
H 1.448 2.458 0.268
```


[3]
Formula: C53H72N3O4STi
Source: OMol25
Level of theory: ωB97M-V/def2-TZVPD

## Properties
**LUMO energy (alpha / beta)**: 2.305 / 2.305 eV
**Net charge**: -1
**HOMO (alpha / beta)**: -2.03 / -2.14 eV

Geometry as XYZ:
```
134
C53H72N3O4STi ωB97M-V/def2-TZVPD
Ti 0.006 -0.200 0.221
C 1.256 0.397 -3.327
O 1.277 0.795 -1.963
C 2.057 1.894 -1.694
C 1.490 3.163 -1.769
C -0.006 3.331 -1.978
C -0.650 3.654 -0.650
C -0.721 4.979 -0.235
C -1.148 5.349 1.037
C -1.538 4.322 1.889
C -1.508 2.985 1.504
C -2.106 1.921 2.387
C -1.266 0.900 3.134
C -1.840 0.421 4.303
C -1.326 -0.629 5.053
C -0.137 -1.195 4.560
C 0.510 -0.782 3.423
C 1.699 -1.616 2.973
C 2.888 -0.915 2.373
C 4.005 -0.578 3.130
C 5.114 0.053 2.571
C 5.072 0.308 1.202
C 3.973 -0.009 0.413
C 3.957 0.328 -1.062
C 3.377 1.708 -1.298
C 4.146 2.837 -1.030
C 3.635 4.123 -1.132
C 2.295 4.258 -1.499
C 4.454 5.370 -0.794
C 3.862 6.026 0.461
C 5.920 5.039 -0.517
C 4.395 6.366 -1.958
C 2.863 -0.609 1.012
O 1.770 -0.891 0.306
C 6.345 0.461 3.380
C 6.563 1.975 3.250
C 6.192 0.130 4.864
C 7.585 -0.270 2.851
C -0.079 0.266 2.604
O 0.788 1.092 1.839
C 1.557 2.107 2.469
C -1.970 -1.174 6.321
C -3.234 -0.402 6.701
C -0.987 -1.080 7.497
C -2.356 -2.646 6.114
C -1.059 2.646 0.228
O -1.052 1.354 -0.131
C -1.197 6.826 1.428
C 0.193 7.450 1.257
C -2.195 7.561 0.524
C -1.628 7.025 2.880
H 0.822 1.188 -3.947
H 0.647 -0.503 -3.372
H 2.274 0.189 -3.672
H -0.429 2.418 -2.391
H -0.189 4.154 -2.672
H -0.413 5.744 -0.942
H -1.893 4.542 2.890
H -2.800 1.369 1.738
H -2.722 2.430 3.132
H -2.751 0.919 4.627
H 0.309 -2.033 5.093
H 1.343 -2.335 2.226
H 2.035 -2.197 3.834
H 3.984 -0.817 4.187
H 5.924 0.778 0.717
H 3.376 -0.421 -1.598
H 4.983 0.311 -1.437
H 5.169 2.681 -0.711
H 1.847 5.246 -1.535
H 3.913 5.344 1.313
H 2.814 6.289 0.313
H 4.411 6.937 0.715
H 6.030 4.381 0.348
H 6.465 5.961 -0.303
H 6.395 4.556 -1.374
H 3.382 6.733 -2.125
H 4.739 5.902 -2.885
H 5.032 7.229 -1.748
H 5.692 2.520 3.619
H 6.721 2.268 2.210
H 7.438 2.290 3.826
H 5.329 0.634 5.303
H 7.084 0.457 5.405
H 6.075 -0.943 5.030
H 7.780 -0.021 1.807
H 7.450 -1.352 2.914
H 8.470 0.002 3.435
H 2.250 1.655 3.184
H 0.891 2.810 2.977
H 2.111 2.617 1.681
H -3.028 0.660 6.852
H -3.643 -0.803 7.632
H -4.008 -0.491 5.934
H -0.709 -0.040 7.681
H -0.072 -1.637 7.290
H -1.431 -1.487 8.412
H -3.028 -2.749 5.259
H -2.852 -3.052 7.002
H -1.475 -3.258 5.910
H 0.538 7.387 0.223
H 0.925 6.935 1.883
H 0.178 8.507 1.541
H -1.902 7.500 -0.526
H -2.256 8.619 0.797
H -3.191 7.122 0.617
H -0.963 6.507 3.573
H -2.644 6.664 3.054
H -1.605 8.090 3.123
N -3.654 -0.288 -1.075
N -4.348 -0.312 0.155
C -3.834 -0.853 1.287
N -4.611 -0.685 2.408
S -2.442 -1.737 1.343
H -3.264 -1.218 -1.211
H -2.835 0.311 -0.951
H -4.959 0.485 0.255
H -5.222 0.118 2.445
H -4.085 -0.837 3.258
C -0.516 -3.161 -4.504
C -1.213 -3.431 -3.164
C -2.734 -3.382 -3.364
C -0.819 -4.828 -2.662
C -0.814 -2.423 -2.167
C -0.513 -1.613 -1.302
H -0.767 -3.940 -5.230
H 0.567 -3.142 -4.371
H -0.826 -2.197 -4.911
H -3.042 -4.112 -4.120
H -3.050 -2.389 -3.689
H -3.248 -3.613 -2.430
H -1.160 -5.593 -3.367
H -1.266 -5.021 -1.687
H 0.264 -4.904 -2.557
```